i | {"formula": "CHNO3", "method": "the ωB97M-V functional and the def2-TZVPD basis", "species": ["O", "C", "O", "N", "O", "H"], "coordinates": [[2.219, -3.050, 0.905], [2.076, -2.166, 1.577], [1.825, -1.282, 2.238], [-0.413, -0.770, 0.261], [-0.046, 0.008, 1.097], [0.425, -1.303, -0.216]], "smiles": "O=C=O.N=O", "molar_mass_g_mol": 75.02, "multiplicity": 1, "e_homo_ev": -9.63}

---

ii | {"formula": "CHNO3", "method": "the ωB97M-V functional and the def2-TZVPD basis", "species": ["C", "N", "O", "O", "O", "H"], "coordinates": [[2.669, -0.250, -0.039], [0.621, 1.626, -0.422], [2.061, -1.243, -0.111], [3.225, 0.734, 0.102], [-0.436, 0.835, -0.080], [-0.442, 0.105, -0.686]], "molar_mass_g_mol": 75.02, "multiplicity": 1, "e_homo_ev": [-9.95, -10.01]}

---

iii | {"formula": "CHNO3", "method": "the ωB97M-V functional and the def2-TZVPD basis", "species": ["O", "C", "O", "N", "O", "H"], "coordinates": [[1.131, 1.801, 0.408], [1.198, 0.685, 0.058], [1.221, -0.389, -0.280], [-1.055, -0.366, 0.225], [-1.404, -0.190, -0.923], [-1.092, -1.540, 0.512]], "smiles": "O=C=O.N=O", "molar_mass_g_mol": 75.02, "multiplicity": 1, "e_homo_ev": -9.83}

---

Which structure loses on stability? ii does.

---

i | {"formula": "C6H12N2O", "method": "the ωB97M-V functional and the def2-TZVPD basis", "species": ["C", "C", "C", "C", "C", "C", "N", "N", "O", "H", "H", "H", "H", "H", "H", "H", "H", "H", "H", "H", "H"], "coordinates": [[1.530, -1.349, -1.087], [-1.196, -0.295, 0.468], [0.820, 1.558, -1.992], [1.293, 1.842, 0.593], [-2.093, -2.300, 1.474], [1.133, 1.003, -0.608], [-1.787, 0.600, 1.109], [1.762, -0.191, -0.658], [-1.331, -1.677, 0.461], [2.366, -1.990, -1.159], [0.498, -1.591, -1.335], [1.744, 2.098, -2.472], [0.021, 2.390, -1.829], [0.596, 0.782, -2.709], [2.254, 1.569, 1.003], [0.467, 1.492, 1.283], [1.443, 2.894, 0.486], [-1.873, -3.293, 1.604], [-3.107, -2.099, 1.282], [-1.928, -1.867, 2.465], [-2.611, 0.424, 1.620]], "molar_mass_g_mol": 128.17, "multiplicity": 1, "e_homo_ev": [-7.92, -6.32]}

---

ii | {"formula": "C6H12N2O", "method": "the ωB97M-V functional and the def2-TZVPD basis", "species": ["C", "C", "C", "O", "N", "H", "H", "H", "H", "H", "H", "H", "C", "C", "N", "C", "H", "H", "H", "H", "H"], "coordinates": [[-2.581, 0.486, -0.193], [-0.256, -2.004, 1.054], [-0.939, -1.173, 0.006], [-1.798, -0.254, 0.608], [-1.100, -1.422, -1.237], [-0.496, -2.179, -1.542], [-3.253, 1.119, 0.370], [-1.354, 1.389, -0.734], [-2.891, 0.010, -1.115], [-0.065, -1.416, 1.948], [0.693, -2.375, 0.672], [-0.893, -2.853, 1.308], [2.918, 0.898, 0.416], [-0.081, 1.604, -0.842], [1.590, 0.312, 0.580], [0.603, 0.687, -0.032], [2.925, 1.752, -0.270], [3.282, 1.209, 1.396], [3.595, 0.126, 0.045], [0.024, 2.641, -0.533], [0.076, 1.443, -1.906]], "molar_mass_g_mol": 128.17, "multiplicity": 1, "e_homo_ev": [-6.91, -6.71]}

---

iii | {"formula": "C6H12N2O", "method": "the ωB97M-V functional and the def2-TZVPD basis", "species": ["C", "C", "C", "N", "C", "C", "C", "N", "O", "H", "H", "H", "H", "H", "H", "H", "H", "H", "H", "H", "H"], "coordinates": [[0.203, -0.472, -2.295], [-0.170, -0.257, -0.852], [-0.800, 0.780, -0.215], [-1.685, 1.703, -0.634], [-0.379, 0.501, 1.181], [0.901, 1.144, 1.686], [0.056, -1.121, 0.320], [1.332, -1.653, 0.520], [-0.875, -2.128, 0.601], [-0.072, 0.392, -2.905], [-0.292, -1.360, -2.702], [1.277, -0.658, -2.401], [-1.969, 1.730, -1.606], [-1.868, 2.531, -0.082], [-1.174, 0.524, 1.935], [0.743, 2.189, 1.982], [1.681, 1.136, 0.918], [1.294, 0.614, 2.561], [2.056, -1.431, -0.148], [1.382, -2.462, 1.124], [-1.640, -1.702, 1.010]], "smiles": "CC1=C(N)[C@H](C)[C@@]1(N)O", "molar_mass_g_mol": 128.17, "multiplicity": 1, "e_homo_ev": -7.47}

---

iv | {"formula": "C6H12N2O", "method": "the ωB97M-V functional and the def2-TZVPD basis", "species": ["H", "N", "C", "C", "N", "C", "C", "C", "C", "O", "H", "H", "H", "H", "H", "H", "H", "H", "H", "H", "H"], "coordinates": [[-0.060, -0.957, 2.191], [0.449, -0.177, 1.751], [-0.052, 0.020, 0.568], [0.497, 1.073, -0.346], [-0.220, 2.247, -0.448], [1.655, 0.830, -0.982], [2.501, -0.403, -0.898], [-1.226, -0.816, 0.051], [-2.512, -0.432, 0.764], [-0.968, -2.192, 0.323], [0.350, 3.015, -0.797], [-0.635, 2.496, 0.450], [2.054, 1.600, -1.637], [2.087, -1.178, -0.249], [2.618, -0.836, -1.897], [3.494, -0.143, -0.520], [-1.340, -0.687, -1.031], [-2.452, -0.657, 1.836], [-3.353, -1.014, 0.372], [-2.736, 0.632, 0.651], [-0.149, -2.420, -0.152]], "smiles": "[H]/N=C(/C(N)=C\\C)[C@H](C)O", "molar_mass_g_mol": 128.17, "multiplicity": 1, "e_homo_ev": -8.22}

---

Which structure loses on stability? i does.

---

i | {"formula": "C6H12N2O", "method": "the ωB97M-V functional and the def2-TZVPD basis", "species": ["C", "C", "C", "O", "N", "C", "C", "C", "N", "H", "H", "H", "H", "H", "H", "H", "H", "H", "H", "H", "H"], "coordinates": [[-2.881, -0.986, -0.300], [-2.238, -0.111, 0.454], [-1.180, 0.803, -0.110], [-1.522, 2.164, 0.231], [0.188, 0.592, 0.305], [0.598, -0.799, 0.277], [2.148, -0.743, 0.011], [2.370, 0.776, 0.246], [1.178, 1.246, -0.550], [-3.785, -1.570, 0.170], [-2.673, -1.217, -1.271], [-2.449, 0.315, 1.484], [-1.084, 0.845, -1.234], [-2.375, 2.215, 0.558], [0.230, -1.228, -0.597], [0.190, -1.405, 1.087], [2.589, -1.122, -0.920], [2.607, -1.285, 0.875], [2.297, 1.195, 1.258], [3.433, 1.019, -0.140], [0.886, 2.211, -0.450]], "smiles": "C=C[C@@H](O)N1CCCN1", "molar_mass_g_mol": 128.17, "multiplicity": 1, "e_homo_ev": -7.90}

---

ii | {"formula": "C6H12N2O", "method": "the ωB97M-V functional and the def2-TZVPD basis", "species": ["C", "C", "C", "C", "C", "C", "H", "H", "H", "H", "H", "H", "H", "H", "H", "H", "H", "H", "N", "N", "O"], "coordinates": [[0.618, -0.470, -0.253], [1.056, -0.033, 1.134], [0.251, 1.438, 1.238], [-1.271, 0.820, 0.837], [-0.888, 0.014, -0.490], [0.109, 0.512, -1.388], [0.856, -2.600, -0.019], [2.036, -1.520, -0.754], [2.456, -0.353, 1.274], [0.576, -0.930, 2.135], [0.093, 1.710, 2.316], [0.592, 2.253, 0.712], [-1.585, 1.716, 0.605], [-1.783, 0.265, 1.708], [-0.996, -1.924, -1.125], [-2.781, -1.294, -0.902], [0.414, -0.177, -2.309], [0.880, 1.936, -2.018], [0.942, -1.787, -0.726], [-1.684, -1.464, -0.556], [0.110, 1.889, -1.419]], "molar_mass_g_mol": 128.17, "multiplicity": 1, "e_homo_ev": -8.30}

---

iii | {"formula": "C6H12N2O", "method": "the ωB97M-V functional and the def2-TZVPD basis", "species": ["C", "C", "C", "N", "C", "N", "H", "H", "H", "H", "H", "H", "C", "C", "O", "H", "H", "H", "H", "H", "H"], "coordinates": [[-1.357, -1.526, 0.526], [-0.082, -1.635, -0.246], [0.176, -2.436, -1.312], [1.449, -2.119, -1.729], [1.902, -1.164, -0.893], [1.013, -0.834, 0.006], [-1.916, -0.653, 0.179], [-1.176, -1.398, 1.591], [-1.971, -2.399, 0.333], [-0.459, -3.177, -1.768], [1.961, -2.558, -2.472], [2.842, -0.644, -1.014], [-0.453, 2.311, -0.134], [-0.127, 2.704, 1.282], [-0.497, 1.673, 2.198], [-1.475, 1.915, -0.208], [0.178, 1.478, -0.431], [-0.415, 3.123, -0.862], [0.961, 2.849, 1.356], [-0.555, 3.611, 1.653], [0.001, 0.880, 1.943]], "smiles": "Cc1c[nH]cn1.CCO", "molar_mass_g_mol": 128.17, "multiplicity": 1, "e_homo_ev": -8.86}

---

iv | {"formula": "C6H12N2O", "method": "the ωB97M-V functional and the def2-TZVPD basis", "species": ["C", "C", "C", "C", "C", "C", "H", "H", "H", "H", "H", "H", "H", "H", "H", "H", "H", "H", "N", "N", "O"], "coordinates": [[0.233, -1.904, 0.045], [-0.525, -0.696, 0.375], [0.202, 0.704, 0.996], [1.533, 0.796, 0.235], [0.764, 0.853, -1.227], [-0.637, 0.572, -0.671], [1.001, -1.898, 1.102], [-0.652, -2.765, 0.033], [0.911, -1.796, -0.911], [-1.737, -1.874, 1.883], [-2.494, -1.243, 0.274], [0.364, 0.923, 2.117], [2.067, -0.121, -0.083], [2.196, 1.672, 0.917], [1.094, -0.216, -1.677], [0.109, 2.539, -1.806], [-1.183, 0.711, -1.752], [-1.603, 1.149, 0.757], [-1.644, -0.936, 1.167], [-0.824, 1.611, 0.222], [0.824, 1.920, -1.997]], "molar_mass_g_mol": 128.17, "multiplicity": 1, "e_homo_ev": -9.14}

---

Which structure loses on stability? ii does.

---

i | {"formula": "H29O14", "method": "the ωB97M-V functional and the def2-TZVPD basis", "species": ["O", "H", "O", "H", "H", "O", "H", "H", "O", "H", "H", "O", "H", "H", "O", "H", "H", "O", "H", "H", "O", "H", "H", "O", "H", "H", "O", "H", "H", "O", "H", "H", "O", "H", "H", "O", "H", "H", "O", "H", "H", "H", "H"], "coordinates": [[-1.418, 1.676, -0.323], [2.423, 1.090, 3.151], [3.561, -3.197, -1.418], [-0.675, -3.309, 1.298], [0.247, 2.087, 0.251], [-1.589, -1.866, 3.305], [1.157, 3.938, -3.355], [-0.913, -1.223, 3.210], [-1.202, -2.553, 1.115], [-5.008, -2.524, 0.459], [-1.858, -2.885, 0.519], [0.684, -3.151, -1.674], [0.768, -4.102, -1.841], [1.573, -2.802, -1.810], [-0.089, 0.350, 3.825], [0.792, 1.588, -0.967], [0.139, 2.847, -3.474], [3.416, 1.803, -0.569], [2.645, 2.219, -0.920], [3.413, -4.156, -1.554], [2.948, 1.131, 2.378], [3.789, 1.499, 2.279], [0.250, 3.154, -0.918], [-4.195, -2.129, 0.063], [-2.332, 1.969, -0.108], [-1.229, 0.760, -0.126], [0.464, 0.290, -1.923], [0.237, -1.392, 1.024], [-2.094, -2.022, 2.544], [0.243, 3.758, -3.156], [-0.624, 0.919, 3.227], [-3.469, 2.781, -2.739], [-3.247, 2.157, -2.005], [-4.346, -1.208, 0.281], [-3.983, 1.522, -1.920], [0.229, -0.402, 1.142], [4.124, -2.921, -2.119], [1.043, -0.218, 1.705], [0.859, 2.512, -0.389], [0.604, -0.486, -1.366], [-0.149, 0.872, 4.641], [-0.473, 0.277, -1.979], [3.290, 1.347, 0.237]], "total_charge": 1, "molar_mass_g_mol": 253.22, "multiplicity": 1, "e_homo_ev": -12.27}

---

ii | {"formula": "H29O14", "method": "the ωB97M-V functional and the def2-TZVPD basis", "species": ["O", "H", "O", "H", "H", "O", "H", "H", "O", "H", "H", "O", "H", "H", "O", "H", "H", "O", "H", "H", "O", "H", "H", "O", "H", "H", "O", "H", "H", "O", "H", "H", "O", "H", "H", "O", "H", "H", "O", "H", "H", "H", "H"], "coordinates": [[4.904, 1.087, -0.564], [0.150, -4.651, 1.239], [-0.696, -1.229, -0.063], [-0.211, -0.956, 0.684], [-0.763, -3.399, 0.706], [-3.096, 0.314, -3.352], [-2.133, -0.383, 2.822], [-3.342, 0.986, -3.940], [-0.424, -1.801, -2.929], [-1.059, -1.309, -2.466], [-0.635, -2.632, -3.346], [-0.684, 3.900, -2.378], [-0.646, 4.749, -2.866], [-0.648, 3.395, -3.415], [1.238, 1.335, 1.022], [1.699, 2.048, 0.405], [0.958, 1.869, 1.748], [1.031, 0.549, -1.564], [1.397, 1.084, -0.844], [0.304, 1.131, -1.778], [-0.673, 2.923, 2.271], [-0.517, 2.277, 1.527], [-1.582, 2.872, 2.652], [1.054, -2.171, 1.614], [1.348, -2.870, 2.069], [4.182, 1.162, 0.115], [-0.367, -4.219, 0.497], [0.533, -1.797, -2.055], [-2.697, -0.402, -3.900], [-2.119, 0.595, 2.725], [-1.188, -0.317, -0.275], [1.136, -1.134, 4.910], [1.862, -1.192, 4.473], [0.793, -1.379, 2.068], [2.512, -0.447, 4.548], [1.248, -1.801, -1.086], [1.366, -2.431, -0.151], [0.848, -0.925, -0.999], [-2.041, 0.955, -0.918], [-1.777, 1.734, -0.488], [-3.024, 1.221, -1.023], [4.558, 0.114, -0.845], [-2.799, 1.148, 3.149]], "total_charge": 1, "molar_mass_g_mol": 253.22, "multiplicity": 1, "e_homo_ev": -13.73}

---

Which structure loses on stability? ii does.